DFT (wB97M-V/def2-TZVPD) results for a structure of composition C7H11N at a distorted geometry.

Values from the calculation:
Gap between HOMO and LUMO   9.37 eV
HOMO energy   -8.30 eV
2S+1   1

XYZ file:
```
19
Properties=species:S:1:pos:R:3:forces:R:3
C 1.193 1.587 1.763 1.07 -1.55 -0.35
C 0.611 0.678 0.645 -1.07 1.33 3.47
C -0.551 0.075 0.839 -1.35 -1.48 0.07
C -0.801 -0.707 -0.457 0.92 -0.22 0.48
C -0.450 0.491 -1.462 -0.38 -2.29 -0.55
C 0.920 0.335 -0.773 0.80 -0.34 -1.31
C 0.667 -1.222 -0.805 -0.77 -0.51 -0.36
H 0.507 2.346 2.113 -0.30 0.14 -0.20
H 1.557 1.031 2.700 -0.57 0.46 -1.53
H 2.056 2.047 1.321 0.59 0.66 0.19
H -1.339 -0.009 1.638 1.39 0.45 -0.51
H -1.961 -2.590 -0.362 0.87 1.38 -0.24
H -2.609 -1.217 0.367 1.15 -0.72 -1.52
H -0.981 1.405 -1.398 -0.49 0.95 0.35
H -0.460 0.101 -2.490 0.16 0.32 0.12
H 1.744 0.795 -1.301 0.51 -0.06 0.25
H 0.683 -1.663 -1.847 0.14 0.57 1.05
H 1.167 -1.929 -0.094 -0.35 0.89 -0.38
N -1.953 -1.553 -0.399 -2.31 0.02 0.97
```
Positions in Å, forces in eV/Å.

Mulliken population analysis, charges in e, atoms 1 to 5:
1 C -1.26
2 C 0.12
3 C -0.33
4 C 0.36
5 C -0.62